Run w
# C2H3N3O2

The molecule C2H3N3O2 (ωB97M-V/def2-TZVPD, the Open Molecules 2025 dataset).

XYZ file:
```
10
C2H3N3O2 ωB97M-V/def2-TZVPD
N 1.53802 -0.11796 -0.97345
C 0.52119 0.30660 -0.20206
C -0.52220 -0.56478 0.19056
N -1.37126 0.05061 0.98678
O -2.39362 -0.30709 1.44071
O -0.93213 1.33890 1.02761
N 0.33589 1.45661 0.38055
H 1.38376 -1.16495 -1.19238
H 2.04790 0.58553 -1.43175
H -0.60756 -1.58346 -0.22657
```

- LUMO energy (eV) = 0.565
- charge = 0
- structure (SMILES) = Nc1c[n+]([O-])on1
- HOMO-LUMO gap (eV) = 9.8
- highest occupied orbital energy (eV) = -9.269

---

Run x
# C2H3N3O2

A cluster of 2 separate species, C2H3N3O2 in total (ωB97M-V/def2-TZVPD, the Open Molecules 2025 dataset).

XYZ file:
```
10
C2H3N3O2 ωB97M-V/def2-TZVPD
C 2.06198 -0.82499 0.43210
C -1.51669 0.76877 0.25508
N -1.55219 -1.54662 -0.58159
N -1.67481 -0.46870 0.04280
N 2.78681 -1.30733 -0.37558
O 1.44868 -0.17678 1.16614
O -2.31985 -1.48211 0.69707
H -1.94425 1.19807 1.14017
H -0.93657 1.34139 -0.44302
H 2.92163 -2.19113 -0.80639
```

- LUMO energy (eV) = 0.723
- charge = 0
- HOMO-LUMO gap (eV) = 9.4
- highest occupied orbital energy (eV) = -8.690

---

Run y
# C2H3N3O2

The molecule C2H3N3O2 (ωB97M-V/def2-TZVPD, the Open Molecules 2025 dataset).

XYZ file:
```
10
C2H3N3O2 ωB97M-V/def2-TZVPD
N -1.77519 -0.88565 -2.42034
C -1.12736 -0.60631 -1.52613
N -0.45839 -0.40005 -0.38569
O -0.37325 -1.46211 0.46662
C 0.40499 0.77461 -0.15874
N 1.14990 0.76098 0.95340
O 0.50924 1.59725 -1.05516
H -1.07204 -1.42323 1.13548
H 0.86941 0.19002 1.90118
H 1.87269 1.45448 1.08938
```

- LUMO energy (eV) = 0.041
- charge = 0
- structure (SMILES) = N#CN(O)C(N)=O
- HOMO-LUMO gap (eV) = 10.3
- highest occupied orbital energy (eV) = -10.246

---

Run z
# C2H3N3O2

The molecule C2H3N3O2 (ωB97M-V/def2-TZVPD, the Open Molecules 2025 dataset).

XYZ file:
```
10
C2H3N3O2 ωB97M-V/def2-TZVPD
N -1.39529 -1.21095 0.30273
N -0.36117 -0.52622 -0.42886
O 0.84684 -1.15949 -0.11534
C 1.67252 -0.11972 0.13661
N 1.12261 1.05885 0.15309
C -0.22129 0.83692 -0.08440
O -1.21262 1.50002 -0.04535
H -1.84677 -0.63939 1.03106
H -2.21235 -1.32161 -0.42705
H 2.71488 -0.31820 0.17949
```

- LUMO energy (eV) = 0.261
- charge = 0
- structure (SMILES) = Nn1ocnc1=O
- HOMO-LUMO gap (eV) = 10.6
- highest occupied orbital energy (eV) = -10.354

---

Short version: run x is the least stable of them.

---

Run w
# C4H8OS

The molecule C4H8OS (ωB97M-V/def2-TZVPD, the Open Molecules 2025 dataset).

XYZ file:
```
14
C4H8OS ωB97M-V/def2-TZVPD
C -2.28666 0.11755 0.18346
S -1.01676 -0.80150 -0.75743
C 0.48573 -0.12266 0.11407
C 1.67349 -1.07650 -0.21078
C 0.77148 1.30241 -0.27569
O -0.06681 2.06594 -0.67833
H -2.10852 1.20512 0.30566
H -2.42946 -0.44520 1.20674
H -3.18911 0.00651 -0.38440
H 0.23734 0.03339 1.18686
H 1.87522 -1.15001 -1.28119
H 2.63116 -0.60913 0.17167
H 1.66965 -2.13869 0.19914
H 1.75325 1.61278 0.22022
```

- LUMO energy (eV) = 0.712
- charge = 0
- structure (SMILES) = CS[C@@H](C)C=O
- HOMO-LUMO gap (eV) = 9.4
- highest occupied orbital energy (eV) = -8.697

---

Run x
# C4H8OS

A cluster of 2 separate species, C4H8OS in total (ωB97M-V/def2-TZVPD, the Open Molecules 2025 dataset).

XYZ file:
```
14
C4H8OS ωB97M-V/def2-TZVPD
C 2.77931 -1.28121 0.14534
C 2.46552 -0.28483 0.94470
C -1.59273 0.94421 0.68218
C -1.26992 -0.02979 -0.14450
O 0.33413 -1.38026 1.80394
S 1.15564 -0.24149 2.12739
H 3.67764 -1.46157 -0.43468
H 2.25151 -2.21910 0.29911
H 3.19548 0.51092 1.15393
H 0.65635 1.14363 1.52409
H -1.55280 0.62333 1.64776
H -1.55643 1.97995 0.44615
H -1.34072 -0.11381 -1.22093
H -0.92226 -0.96265 0.25196
```

- LUMO energy (eV) = 0.429
- charge = 0
- HOMO-LUMO gap (eV) = 9.6
- highest occupied orbital energy (eV) = -9.155

---

Run y
# C4H8OS

The molecule C4H8OS (ωB97M-V/def2-TZVPD, the Open Molecules 2025 dataset).

XYZ file:
```
14
C4H8OS ωB97M-V/def2-TZVPD
C 2.08432 -0.25286 0.23853
C 0.75757 -0.14099 -0.59443
O 0.02094 1.00138 -0.32454
C -1.15911 0.87962 0.34164
C -1.80597 -0.39272 -0.17792
S -0.43078 -1.59974 -0.01001
H 2.47753 -1.25150 0.23288
H 2.83088 0.49228 -0.13333
H 1.88946 -0.07301 1.23370
H 1.03105 -0.17287 -1.61559
H -1.04998 0.73841 1.43862
H -1.80446 1.76546 0.06760
H -2.21205 -0.26848 -1.18452
H -2.62939 -0.72498 0.48736
```

- LUMO energy (eV) = 0.952
- charge = 0
- structure (SMILES) = C[C@@H]1OCCS1
- HOMO-LUMO gap (eV) = 9.8
- highest occupied orbital energy (eV) = -8.867

---

Short version: run x is the least stable of them.

---

Run w
# C7H12N2O2

The molecule C7H12N2O2 (ωB97M-V/def2-TZVPD, the Open Molecules 2025 dataset).

XYZ file:
```
23
C7H12N2O2 ωB97M-V/def2-TZVPD
C -3.19657 0.42660 -0.77454
O -2.47520 0.43561 0.49232
N -1.11587 0.12479 0.42676
C 0.05658 0.92910 0.26676
C 0.00059 2.43667 0.46693
C 1.14772 0.06967 0.28270
C 2.59783 0.28271 0.10284
C 0.56616 -1.22710 0.21583
C 1.39758 -2.45544 -0.19747
N -0.77011 -1.18749 0.28026
O -1.51848 -2.17647 0.39543
H -3.81593 1.39913 -0.79804
H -3.85080 -0.46115 -0.61266
H -2.52169 0.43650 -1.60520
H 1.06042 2.73717 0.37963
H -0.78081 2.80565 -0.06733
H -0.34622 2.71261 1.46013
H 3.10376 -0.07577 0.90846
H 3.04578 -0.26262 -0.67978
H 2.70987 1.34485 -0.25833
H 0.86743 -3.24026 0.31342
H 1.47166 -2.64004 -1.26336
H 2.36629 -2.41471 0.26524
```

- LUMO energy (eV) = 0.709
- charge = 0
- structure (SMILES) = COn1c(C)c(C)c(C)[n+]1[O-]
- HOMO-LUMO gap (eV) = 8.2
- highest occupied orbital energy (eV) = -7.492

---

Run x
# C7H12N2O2

A cluster of 2 separate species, C7H12N2O2 in total (ωB97M-V/def2-TZVPD, the Open Molecules 2025 dataset).

XYZ file:
```
23
C7H12N2O2 ωB97M-V/def2-TZVPD
C 0.78693 1.09273 1.23620
C 1.06455 -0.16473 0.37338
C 1.63862 0.32572 -0.94436
C 2.32074 -0.87530 1.06626
C -0.06004 -1.12721 0.29273
N -0.62762 -2.09287 -0.01125
O -1.47257 -2.89508 -0.10839
H 1.57453 1.71261 1.25310
H -0.08756 1.58007 0.76642
H 0.53428 0.78804 2.27706
H 0.98273 1.13916 -1.14580
H 2.71811 0.61035 -0.91176
H 1.56593 -0.36976 -1.73825
H 2.76447 -0.12430 1.68246
H 2.02451 -1.66475 1.62943
H 3.00047 -1.32798 0.38098
C -2.85218 0.08835 -1.69131
C -2.45483 0.35118 -0.34770
N -2.48019 1.20899 0.43321
O -2.30027 1.69245 1.49633
H -1.84468 -0.11375 -2.18231
H -3.35047 -0.84654 -1.82951
H -3.44546 1.01262 -1.97692
```

- LUMO energy (eV) = 0.289
- charge = 0
- structure (SMILES) = CC(C)(C)C#[N+][O-].CC#[N+][O-]
- HOMO-LUMO gap (eV) = 9.4
- highest occupied orbital energy (eV) = -9.140

---

Run y
# C7H12N2O2

The molecule C7H12N2O2 (ωB97M-V/def2-TZVPD, the Open Molecules 2025 dataset).

XYZ file:
```
23
C7H12N2O2 ωB97M-V/def2-TZVPD
C -1.05198 0.62650 -1.97550
C 1.77994 -0.74590 -0.20466
C 1.31186 -1.21922 1.15594
C 0.99288 0.49140 -0.67664
C -1.12484 -0.38682 0.21646
C 1.19074 1.69517 0.24191
C -2.59359 -0.37660 0.39300
N -0.32750 -1.00580 1.12683
N -0.44051 0.21725 -0.83441
O -0.49823 1.19323 -2.88764
O -0.84581 -1.54094 2.15319
H -2.12183 0.37326 -1.99438
H 2.83742 -0.48326 -0.17270
H 1.65448 -1.54227 -0.94010
H 1.41119 -2.28017 1.34596
H 1.64265 -0.62298 1.99666
H 1.33609 0.75665 -1.68280
H 0.79505 1.50459 1.23933
H 0.67694 2.56093 -0.17462
H 2.25167 1.93087 0.32103
H -2.99064 0.62717 0.25056
H -2.79989 -0.71712 1.40683
H -3.08609 -1.05594 -0.30423
```

- LUMO energy (spin up / spin down) (eV) = 0.754 / 0.754
- charge = 0
- HOMO-LUMO gap (spin up / spin down) (eV) = 8.4 / 8.4
- highest occupied orbital energy (spin up / spin down) (eV) = -7.625 / -7.624

---

Short version: run x is the least stable of them.

---

Run w
# C5H10NO

The ion C5H10NO with charge -1 (ωB97M-V/def2-TZVPD, the Open Molecules 2025 dataset).

XYZ file:
```
17
C5H10NO ωB97M-V/def2-TZVPD
N 2.85290 -1.01434 0.50060
C 1.93888 -0.17708 -0.19222
C 0.80261 0.29378 0.29030
C -0.21356 1.02962 -0.52950
C -1.48744 0.20710 -0.77056
C -2.17992 -0.40299 0.48000
O -3.40223 -0.86979 0.25142
H 3.76448 -0.58507 0.60113
H 2.54002 -1.33223 1.41178
H 2.24490 0.06030 -1.20649
H 0.58623 0.12446 1.33971
H -0.50145 1.96958 -0.05595
H 0.23597 1.23056 -1.50725
H -1.32090 -0.61005 -1.48416
H -2.26513 0.79072 -1.28255
H -2.14597 0.43700 1.25714
H -1.44939 -1.15157 0.89659
```

- LUMO energy (eV) = 3.651
- charge = -1
- structure (SMILES) = N/C=C/CCC[O-]
- HOMO-LUMO gap (eV) = 5.7
- highest occupied orbital energy (eV) = -2.088

---

Run x
# C5H10NO

The ion C5H10NO with charge -1 (ωB97M-V/def2-TZVPD, the Open Molecules 2025 dataset).

XYZ file:
```
17
C5H10NO ωB97M-V/def2-TZVPD
N 0.69273 2.01334 1.23796
C -2.07591 -0.48157 0.33849
C -1.00032 -0.50361 -0.79302
C 0.00996 0.59068 -0.54167
C 0.95560 0.69754 0.57019
C 2.29799 -0.08827 0.11994
O 2.06397 -1.27682 -0.58420
H -2.61746 0.45001 0.42912
H -1.58401 -0.65706 1.28890
H -2.73172 -1.36117 0.39633
H -0.73782 -1.53823 -0.88606
H -1.64070 -0.26791 -1.71298
H 0.50166 0.69904 -1.49261
H -0.57297 1.52405 -0.37289
H 0.63377 0.04285 1.40585
H 2.98363 0.50810 -0.44045
H 2.82160 -0.35097 1.03709
```

- LUMO energy (eV) = 2.920
- charge = -1
- HOMO-LUMO gap (eV) = 6.0
- highest occupied orbital energy (eV) = -3.046

---

Run y
# C5H10NO

A structure of composition C5H10NO (ωB97M-V/def2-TZVPD, the Open Molecules 2025 dataset).

XYZ file:
```
17
C5H10NO ωB97M-V/def2-TZVPD
C -0.25849 -2.06375 -0.13903
O 0.34643 -2.93876 0.71346
C 0.39645 -0.67874 0.04918
C 0.24379 0.53158 -0.83511
C -0.15316 1.77476 -0.27438
C 0.13752 2.53311 -1.37624
N -0.80232 2.00792 0.86713
H -0.17146 -2.31705 -1.23304
H -1.33108 -1.85100 0.03709
H -0.04337 -0.37034 1.04769
H 1.44025 -0.98295 0.24966
H 0.37908 -2.50923 4.05837
H 0.79023 0.54117 -1.74165
H -0.26044 3.55781 -1.63296
H 1.05013 2.41701 -1.95320
H -1.01422 1.07904 1.32815
H -0.19102 -2.69157 3.51574
```

- LUMO energy (eV) = 1.958
- charge = -1
- HOMO-LUMO gap (eV) = 5.0
- highest occupied orbital energy (eV) = -3.035

---

Short version: run y is the least stable of them.

---

Run w
# H28O14

A cluster of 14 separate species, H28O14 in total (ωB97M-V/def2-TZVPD, the Open Molecules 2025 dataset).

XYZ file:
```
42
H28O14 ωB97M-V/def2-TZVPD
O 2.41859 -2.29781 -0.92671
H 1.92714 -2.21891 -0.10911
H 3.20102 -1.76390 -0.78888
O 1.13951 3.02180 -1.10913
H 1.40356 3.88936 -0.80280
H 1.81797 2.43349 -0.77771
O 2.99962 1.07890 -0.68206
H 3.61211 1.08861 -1.41758
H 3.33908 0.40250 -0.09598
O -1.98039 -0.73620 -2.29931
H -1.68581 -0.67392 -1.39069
H -1.62208 0.04441 -2.72180
O 0.01583 -0.41743 -0.11273
H 0.85384 0.01798 -0.26887
H -0.24509 -0.12916 0.76194
O 0.98455 1.06758 -2.95893
H 0.87413 1.65268 -3.70839
H 1.04490 1.65315 -2.20415
O -0.81964 -2.93615 2.14044
H -1.35157 -2.14044 2.12924
H 0.04512 -2.64271 2.42735
O -0.03745 0.48693 2.59649
H 0.39256 -0.33113 2.84567
H -0.48031 0.77778 3.39367
O -0.85007 -3.80934 -1.08755
H -1.57219 -3.93201 -0.47132
H -0.31300 -3.12163 -0.69405
O 1.08372 -1.69094 -3.30114
H 0.67675 -0.82687 -3.36444
H 1.27219 -1.79973 -2.36900
O -1.73616 3.29798 1.25444
H -1.84160 3.27425 0.30336
H -1.50233 2.40080 1.49242
O 2.40277 1.44542 2.47850
H 2.41810 2.36370 2.74821
H 1.47342 1.21726 2.45641
O -2.76240 -1.03284 2.38817
H -2.94083 -0.31991 1.77489
H -3.27742 -0.81555 3.16519
O -3.39321 0.44858 0.08068
H -4.23444 0.64834 -0.33001
H -2.75048 0.92508 -0.44475
```

- LUMO energy (spin up / spin down) (eV) = -3.328 / -9.925
- charge = +1
- ⟨S²⟩ = 0.756
- HOMO-LUMO gap (spin up / spin down) (eV) = 10.6 / 3.8
- highest occupied orbital energy (spin up / spin down) (eV) = -13.931 / -13.756
- 2S+1 = 2

---

Run x
# H28O14

A cluster of 14 separate species, H28O14 in total (ωB97M-V/def2-TZVPD, the Open Molecules 2025 dataset).

XYZ file:
```
42
H28O14 ωB97M-V/def2-TZVPD
O 13.77663 -13.53744 12.51318
H 13.48012 -14.22868 11.92114
H 14.65868 -13.80477 12.77156
O 14.85345 -11.29896 11.14458
H 14.30535 -10.53923 11.34113
H 14.66357 -11.92019 11.84761
O 15.45001 -12.21553 8.41835
H 14.70566 -12.06850 7.83478
H 15.23304 -11.72634 9.21199
O 14.51097 -10.84287 14.84802
H 13.86435 -10.86831 14.14270
H 14.54500 -9.92266 15.10933
O 12.03801 -11.33445 13.32560
H 12.70809 -11.99893 13.16535
H 11.54354 -11.66793 14.07428
O 13.50895 -9.72026 9.22922
H 14.44901 -9.57614 9.33756
H 13.38718 -9.80933 8.28398
O 17.65385 -9.77947 11.34319
H 17.81490 -9.26008 12.13093
H 17.01312 -10.43633 11.61566
O 13.82125 -8.85037 12.49963
H 13.04279 -8.30071 12.58964
H 14.44334 -8.49081 13.13205
O 16.81972 -11.74136 13.67700
H 16.16870 -11.15250 14.05864
H 17.62751 -11.54625 14.15200
O 11.35589 -11.14883 10.39390
H 11.88880 -10.65492 9.77078
H 11.86490 -11.14049 11.20449
O 16.84595 -13.76153 12.09781
H 16.88861 -12.89044 12.49228
H 16.86988 -14.36332 12.84178
O 15.31147 -14.71120 9.60140
H 15.13584 -13.77200 9.54404
H 15.78352 -14.81708 10.42734
O 12.49089 -7.46470 10.19252
H 12.77640 -8.35131 9.97197
H 13.29828 -6.95100 10.21416
O 15.93639 -8.72120 9.53583
H 16.14509 -7.79323 9.64327
H 16.47063 -9.16515 10.19441
```

- LUMO energy (spin up / spin down) (eV) = -2.984 / -10.647
- charge = +1
- ⟨S²⟩ = 0.757
- HOMO-LUMO gap (spin up / spin down) (eV) = 10.8 / 2.7
- highest occupied orbital energy (spin up / spin down) (eV) = -13.802 / -13.358
- 2S+1 = 2

---

Run y
# H28O14

A cluster of 14 separate species, H28O14 in total (ωB97M-V/def2-TZVPD, the Open Molecules 2025 dataset).

XYZ file:
```
42
H28O14 ωB97M-V/def2-TZVPD
O -1.76104 -16.04423 18.91065
H -1.47672 -15.59567 19.70701
H -1.10461 -15.80856 18.25508
O -2.20598 -14.14125 24.59777
H -1.94423 -14.56874 25.41323
H -1.41100 -14.13401 24.06468
O -4.43468 -19.59829 20.86195
H -4.85422 -19.90895 20.05964
H -4.03561 -18.76362 20.61639
O 0.26366 -15.45182 23.29411
H 1.02328 -14.88161 23.17552
H 0.60086 -16.20208 23.78364
O -0.61104 -20.29709 20.93380
H -1.05887 -21.08428 20.62392
H -1.07537 -20.05674 21.73558
O -4.24101 -16.84560 19.83564
H -4.73917 -17.03203 19.03982
H -3.34922 -16.68337 19.52805
O -2.22659 -17.45701 22.34485
H -1.98669 -16.60318 22.70492
H -2.87240 -17.25864 21.66676
O 0.48412 -17.86345 21.27902
H 0.07102 -18.68999 21.02921
H -0.24687 -17.28915 21.50719
O -1.10838 -19.19603 24.12105
H -1.86970 -19.62542 24.51125
H -1.47608 -18.48062 23.60220
O -1.36041 -14.34108 21.50484
H -0.64328 -14.61739 22.07546
H -1.17760 -13.42017 21.31846
O -4.37519 -17.42178 25.11534
H -4.00990 -17.99097 24.43798
H -4.65488 -18.02114 25.80728
O -3.70078 -14.16110 20.49914
H -2.82409 -13.98939 20.84290
H -4.01572 -14.90854 21.00744
O -4.00331 -19.90039 23.65647
H -4.24058 -19.66531 22.75943
H -4.51997 -20.68409 23.84382
O -4.03986 -15.45966 23.09578
H -4.24476 -16.02247 23.84243
H -3.40360 -14.83098 23.43661
```

- LUMO energy (spin up / spin down) (eV) = -3.325 / -10.138
- charge = +1
- ⟨S²⟩ = 0.757
- HOMO-LUMO gap (spin up / spin down) (eV) = 10.0 / 3.1
- highest occupied orbital energy (spin up / spin down) (eV) = -13.322 / -13.244
- 2S+1 = 2

---

Short version: run w is the least stable of them.